w) {
  "formula": "CH5N2S",
  "method": "ωB97M-V with the def2-TZVPD basis set",
  "species": ["C", "N", "N", "S", "H", "H", "H", "H", "H"],
  "coordinates": [[-1.609, 0.164, -0.767], [1.804, -0.163, 0.565], [-0.713, 0.030, 0.148], [2.784, -0.247, -0.644], [-2.728, 0.238, -0.551], [2.151, -0.224, 1.468], [-0.865, 0.239, 1.163], [0.541, -0.234, 0.447], [-1.365, 0.196, -1.830]],
  "charge": 1,
  "homo_lumo_gap_ha": 0.27321,
  "e_lumo_ev": -7.010
}

=====

x) {
  "formula": "CH5N2S",
  "method": "ωB97M-V with the def2-TZVPD basis set",
  "species": ["N", "C", "N", "S", "H", "H", "H", "H", "H"],
  "coordinates": [[-1.064, 0.855, -0.274], [-0.797, -0.427, -0.214], [0.544, -0.755, -0.016], [1.840, 0.379, 0.075], [-2.011, 1.249, -0.083], [-0.175, 1.498, -0.351], [-1.545, -1.124, -0.385], [0.809, -1.660, 0.149], [2.398, -0.014, 1.099]],
  "charge": 1,
  "homo_lumo_gap_ha": 0.36984,
  "e_lumo_ev": -4.527,
  "smiles": "[NH2+]=CNS"
}

=====

y) {
  "formula": "CH5N2S",
  "method": "ωB97M-V with the def2-TZVPD basis set",
  "species": ["C", "N", "N", "S", "H", "H", "H", "H", "H"],
  "coordinates": [[-0.538, 0.392, -0.217], [-0.753, 0.723, 1.039], [0.598, 0.016, -0.667], [1.247, -0.479, -2.964], [-1.385, 0.418, -0.897], [-1.670, 0.975, 1.374], [0.005, 0.725, 1.708], [1.455, -0.005, -0.133], [0.509, -1.602, -2.975]],
  "charge": 1,
  "homo_lumo_gap_ha": 0.28413,
  "e_lumo_ev": -7.536
}

=====

z) {
  "formula": "CH5N2S",
  "method": "ωB97M-V with the def2-TZVPD basis set",
  "species": ["C", "N", "N", "S", "H", "H", "H", "H", "H"],
  "coordinates": [[-0.167, -0.205, 0.028], [1.684, 0.512, -0.284], [-1.127, 0.607, -0.038], [-2.845, 0.101, -0.137], [-0.155, -1.286, -0.208], [2.248, -0.157, 0.243], [1.879, 1.359, 0.375], [-1.182, 1.556, 0.139], [-2.634, -0.997, -0.808]],
  "charge": 1,
  "homo_lumo_gap_ha": 0.34334,
  "e_lumo_ev": -5.792
}

=====

Order from most stable to least stable according to the calculation: x), y), w), z)

=====

w) {
  "formula": "C2H6ClPS",
  "method": "ωB97M-V with the def2-TZVPD basis set",
  "species": ["C", "C", "P", "S", "Cl", "H", "H", "H", "H", "H", "H"],
  "coordinates": [[1.663, 1.563, -0.343], [-1.023, -1.703, 0.341], [0.431, 0.761, 0.791], [0.509, -1.041, -0.221], [-3.028, 0.533, -0.381], [1.432, 2.586, -0.177], [1.251, 1.327, -1.248], [2.801, 1.433, -0.374], [-1.825, -1.167, -0.007], [-1.113, -1.611, 1.509], [-1.100, -2.681, 0.109]],
  "homo_lumo_gap_ha": [0.22076, 0.18405],
  "e_lumo_ev": [-2.707, -3.125]
}

=====

x) {
  "formula": "C2H6ClPS",
  "method": "ωB97M-V with the def2-TZVPD basis set",
  "species": ["C", "C", "P", "S", "Cl", "H", "H", "H", "H", "H", "H"],
  "coordinates": [[1.430, 0.060, -1.071], [0.231, -0.215, -0.112], [-0.620, 1.329, 0.647], [-2.335, -1.160, 2.044], [-1.723, 1.957, -0.925], [1.550, -1.037, -1.338], [0.962, 0.638, -1.874], [2.248, 0.600, -0.618], [0.558, -0.747, 0.764], [-0.516, -0.700, -0.695], [-1.785, -0.727, 3.178]],
  "homo_lumo_gap_ha": [0.22269, 0.22281],
  "e_lumo_ev": [-2.445, -2.444]
}

=====

Order from most stable to least stable according to the calculation: x), w)

=====

w) {
  "formula": "C4H5FO",
  "method": "ωB97M-V with the def2-TZVPD basis set",
  "species": ["C", "C", "C", "O", "C", "F", "H", "H", "H", "H", "H"],
  "coordinates": [[0.407, 1.320, -0.138], [-0.070, 0.135, 0.152], [-1.470, -0.058, -0.257], [-2.021, -1.130, -0.238], [0.779, -1.012, 0.396], [1.570, -1.047, -0.708], [1.482, 1.481, -0.098], [-0.165, 2.267, -0.320], [-1.993, 0.858, -0.600], [1.301, -0.879, 1.328], [0.180, -1.937, 0.482]],
  "homo_lumo_gap_ha": 0.37898,
  "e_lumo_ev": 0.187,
  "smiles": "C=C(C=O)CF"
}

=====

x) {
  "formula": "C4H5FO",
  "method": "ωB97M-V with the def2-TZVPD basis set",
  "species": ["C", "C", "C", "C", "O", "F", "H", "H", "H", "H", "H"],
  "coordinates": [[1.754, -2.205, -0.834], [-1.244, 0.331, 0.214], [-0.412, 1.746, 0.013], [0.218, 0.460, 0.426], [2.570, -2.893, -0.273], [0.796, 0.158, 1.576], [0.870, -2.377, -1.324], [-2.011, 0.161, 1.005], [-1.544, -0.051, -0.766], [-0.490, 2.228, -0.936], [-0.507, 2.444, 0.899]],
  "homo_lumo_gap_ha": [0.30072, 0.32084],
  "e_lumo_ev": [0.072, 0.490]
}

=====

y) {
  "formula": "C4H5FO",
  "method": "ωB97M-V with the def2-TZVPD basis set",
  "species": ["C", "C", "C", "O", "C", "F", "H", "H", "H", "H", "H"],
  "coordinates": [[-0.380, -1.453, -0.136], [0.135, -0.212, 0.037], [1.562, 0.009, -0.129], [2.041, 1.104, -0.113], [-0.801, 1.092, 0.159], [-2.125, 0.832, -0.180], [-1.371, -1.680, -0.002], [0.376, -2.152, -0.272], [2.101, -0.960, 0.007], [-0.966, 1.445, 1.201], [-0.572, 1.976, -0.572]],
  "homo_lumo_gap_ha": 0.37598,
  "e_lumo_ev": -0.058,
  "smiles": "C=C(C=O)CF"
}

=====

z) {
  "formula": "C4H5FO",
  "method": "ωB97M-V with the def2-TZVPD basis set",
  "species": ["O", "C", "C", "C", "C", "F", "H", "H", "H", "H", "H"],
  "coordinates": [[2.639, 0.521, -0.188], [1.635, 0.217, 0.366], [0.329, 0.263, -0.403], [-0.774, -0.851, -0.433], [-1.021, 0.374, 0.357], [-1.939, 1.200, -0.047], [1.443, -0.118, 1.411], [0.541, 0.810, -1.252], [-1.126, -0.957, -1.388], [-0.660, -1.695, 0.191], [-1.067, 0.238, 1.386]],
  "homo_lumo_gap_ha": 0.39641,
  "e_lumo_ev": 0.915,
  "smiles": "O=C[C@H]1C[C@@H]1F"
}

=====

Order from most stable to least stable according to the calculation: w), y), z), x)

=====

w) {
  "formula": "C4H5FO",
  "method": "ωB97M-V with the def2-TZVPD basis set",
  "species": ["O", "C", "C", "C", "C", "F", "H", "H", "H", "H", "H"],
  "coordinates": [[-1.051, -0.486, -2.614], [-0.217, -0.177, -1.795], [-0.429, -0.409, -0.337], [0.845, -0.239, 0.439], [0.921, 0.315, 1.641], [-0.077, 0.863, 2.350], [0.752, 0.367, -2.033], [-0.971, -1.377, -0.140], [-1.129, 0.356, -0.051], [1.847, -0.595, 0.052], [1.881, 0.435, 2.237]],
  "homo_lumo_gap_ha": 0.40222,
  "e_lumo_ev": 0.922,
  "smiles": "O=CC/C=C\\F"
}

=====

x) {
  "formula": "C4H5FO",
  "method": "ωB97M-V with the def2-TZVPD basis set",
  "species": ["C", "C", "C", "C", "O", "F", "H", "H", "H", "H", "H"],
  "coordinates": [[-1.282, 0.805, 0.875], [0.208, -0.839, -0.575], [-0.323, -0.217, 0.768], [1.116, 0.210, -0.928], [-1.914, 0.959, 1.907], [2.381, 0.218, -0.370], [-1.534, 1.442, -0.010], [0.723, -1.818, -0.485], [-0.464, -1.217, -1.387], [0.155, -0.841, 1.605], [0.935, 1.299, -1.399]],
  "homo_lumo_gap_ha": [0.32527, 0.27781],
  "e_lumo_ev": [-0.181, -0.980]
}

=====

Order from most stable to least stable according to the calculation: w), x)

=====

w) {
  "formula": "CH12O6",
  "method": "ωB97M-V with the def2-TZVPD basis set",
  "species": ["C", "O", "H", "H", "O", "H", "H", "O", "H", "H", "O", "H", "H", "O", "H", "H", "O", "H", "H"],
  "coordinates": [[1.002, -0.901, -1.798], [1.921, -0.115, -1.810], [0.816, -1.603, -2.660], [0.428, -1.136, -0.887], [1.073, -1.437, 2.316], [0.466, -1.014, 1.677], [1.382, -2.095, 1.629], [-0.903, 2.022, 0.395], [-1.278, 2.820, 0.778], [0.074, 2.093, 0.559], [-1.506, -0.754, -1.603], [-1.638, 0.208, -1.592], [-2.440, -1.011, -1.521], [1.662, 1.435, 0.391], [1.849, 0.668, 0.947], [1.743, 1.044, -0.500], [-1.533, -0.273, 1.573], [-1.500, -0.647, 0.687], [-1.618, 0.694, 1.417]],
  "homo_lumo_gap_ha": 0.40427,
  "e_lumo_ev": 0.222,
  "smiles": "C=O.O.O.O.O.O"
}

=====

x) {
  "formula": "CH12O6",
  "method": "ωB97M-V with the def2-TZVPD basis set",
  "species": ["C", "O", "H", "H", "O", "H", "H", "O", "H", "H", "O", "H", "H", "O", "H", "H", "O", "H", "H"],
  "coordinates": [[2.677, 1.272, 0.595], [1.702, 1.611, 1.136], [3.082, 1.739, -0.302], [3.484, 0.528, 0.898], [-1.344, -2.282, -0.252], [-1.460, -1.699, 0.492], [-2.182, -2.712, -0.170], [0.280, 0.589, -2.099], [0.974, 1.195, -2.176], [0.811, -0.138, -1.757], [-1.111, 1.230, 0.430], [-0.994, 1.095, -0.524], [-0.351, 1.319, 1.099], [1.746, -1.793, -1.055], [1.608, -2.569, -1.569], [1.092, -2.105, -0.393], [-3.304, 0.006, 1.527], [-2.837, 0.541, 0.892], [-3.042, 0.287, 2.446]],
  "homo_lumo_gap_ha": 0.40567,
  "e_lumo_ev": 0.432,
  "smiles": "C=O.O.O.O.O.O"
}

=====

Order from most stable to least stable according to the calculation: w), x)

=====

w) {
  "formula": "C4H10N2OS",
  "method": "ωB97M-V with the def2-TZVPD basis set",
  "species": ["N", "C", "C", "S", "C", "N", "C", "O", "H", "H", "H", "H", "H", "H", "H", "H", "H", "H"],
  "coordinates": [[-1.318, 1.180, 1.618], [-0.487, 0.607, 0.264], [0.699, 1.465, -0.162], [0.123, 3.212, -0.385], [0.029, -0.829, 0.575], [0.337, -1.713, -0.640], [0.656, -3.161, -0.275], [-0.198, -4.029, -0.812], [-1.817, 1.865, 1.226], [-0.541, 1.544, 2.140], [-1.310, 0.550, -0.483], [1.110, 1.026, -1.059], [1.515, 1.592, 0.635], [-0.919, -1.431, 1.033], [0.814, -0.805, 1.358], [-0.310, -1.702, -1.381], [1.621, -3.277, -0.857], [0.944, -3.276, 0.788]],
  "charge": -2,
  "homo_lumo_gap_ha": 0.20712,
  "e_lumo_ev": 5.874,
  "smiles": "N[C@@H](C[S-])CNC[O-]"
}

=====

x) {
  "formula": "C4H10N2OS",
  "method": "ωB97M-V with the def2-TZVPD basis set",
  "species": ["N", "C", "C", "S", "C", "N", "C", "O", "H", "H", "H", "H", "H", "H", "H", "H", "H", "H"],
  "coordinates": [[-0.693, -2.055, -0.551], [-0.452, -0.582, -0.340], [-1.496, 0.017, 0.602], [-3.281, -0.368, 0.111], [0.939, -0.336, 0.299], [1.499, 0.907, -0.205], [2.938, 1.263, 0.314], [3.824, 1.516, -0.635], [-1.502, -2.074, -1.164], [-1.163, -2.312, 0.321], [-0.421, -0.175, -1.359], [-1.481, 1.099, 0.497], [-1.273, -0.316, 1.621], [1.606, -1.217, 0.169], [0.820, -0.267, 1.381], [1.430, 1.027, -1.203], [2.602, 2.106, 0.947], [3.292, 0.408, 0.970]],
  "charge": -2,
  "homo_lumo_gap_ha": 0.21302,
  "e_lumo_ev": 5.856,
  "smiles": "N[C@@H](C[S-])CNC[O-]"
}

=====

Order from most stable to least stable according to the calculation: x), w)